No. 1
H17O9 as an isolated structure. Source: the OMol25 dataset; level of theory: wB97M-V/def2-TZVPD.

Results
E_LUMO = 3.46 eV
Total charge = -1
Kohn-Sham gap = 10.2 eV
ΔE to the lowest compared entry with this formula, charge and spin = 14.0 kcal per mole

Each line ends with the Löwdin charge.
Element x y z (Å)
O1 0.2187 -1.0045 -0.5730  -0.22
O2 2.5363 -0.3393 -1.8153  -0.07
O3 -0.1086 0.1731 1.5331  -0.29
O4 2.4856 0.8736 0.9393  -0.09
O5 -2.1979 0.8979 -1.4065  -0.08
O6 0.2146 2.1690 -0.3867  -0.07
O7 -2.6013 -1.4927 -2.2295  -0.08
O8 -2.5761 1.0186 2.4001  -0.10
O9 1.7565 -2.0556 1.5102  -0.09
H1 2.6391 -1.6901 1.4094  0.02
H2 -2.9033 0.1350 2.5604  0.01
H3 1.2811 -1.6459 0.7484  -0.02
H4 -1.6520 0.8509 2.1085  -0.02
H5 0.0241 -0.5165 0.4614  -0.02
H6 -0.0503 -1.8974 -0.7602  0.03
H7 2.6371 1.5430 0.2675  0.04
H8 1.7099 -0.5018 -2.2412  0.00
H9 0.5199 -0.1580 2.1856  0.01
H10 -2.4623 -1.0711 -1.3809  0.00
H11 2.2955 -0.2350 -0.9001  -0.04
H12 1.5099 0.7110 1.0151  -0.02
H13 -2.8364 -0.8110 -2.8523  0.02
H14 0.6659 1.5698 -0.9830  0.01
H15 -1.3473 0.4601 -1.5408  0.01
H16 0.3756 1.7097 0.4664  0.00
H17 -2.1345 1.3075 -0.5356  0.04

Forces on atoms 1 to 6 (eV/Å):
0.2 0.9 0.1
1.5 0.5 -0.7
0.5 0.3 -0.3
0.1 -0.4 0.1
-0.3 0.2 0.0
0.4 0.1 0.5



No. 2
H18O11V as an isolated structure. Source: the OMol25 dataset; level of theory: wB97M-V/def2-TZVPD.

Results
E_LUMO (alpha / beta) = -8.50 / -13.40 eV
Total charge = +2
Kohn-Sham gap (alpha / beta) = 9.4 / 2.9 eV
Multiplicity = 2
ΔE to the lowest compared entry with this formula, charge and spin = 0.0 kcal per mole

Each line ends with the Löwdin spin population.
Element x y z (Å)
V1 -6.8973 8.3103 -0.9040  -0.23
O1 -8.4665 6.9461 -1.7996  0.00
O2 -6.5262 11.8426 -4.5402  0.20
O3 -5.4637 9.6371 -0.0988  0.00
O4 -3.9835 7.3727 -3.1296  0.00
O5 -6.7997 8.9453 -2.3939  0.23
O6 -7.9212 7.5848 0.9439  0.00
O7 -6.4697 8.0912 -5.3037  0.42
O8 -5.1101 4.5632 -2.5998  0.16
O9 -9.1989 10.3331 -3.1873  0.00
O10 -8.3629 10.1168 -0.3869  0.00
O11 -5.9166 7.0165 -0.9396  0.21
H1 -7.9518 7.8729 1.8562  0.00
H2 -5.7136 7.6785 -4.8863  0.00
H3 -5.0807 9.5259 0.7714  0.00
H4 -8.7588 10.5901 -1.1186  0.00
H5 -4.9797 4.3497 -1.6759  0.00
H6 -8.1785 10.7932 0.2648  0.00
H7 -6.8914 11.2135 -3.9182  0.00
H8 -8.5567 6.8705 0.8964  0.00
H9 -7.2911 12.2574 -4.9392  0.00
H10 -3.6475 7.3612 -2.2334  0.00
H11 -9.3825 6.7919 -1.5688  0.00
H12 -7.1765 7.9993 -4.6647  0.00
H13 -4.7762 5.4558 -2.6894  0.00
H14 -9.0265 9.9986 -4.0674  0.00
H15 -10.0777 10.7088 -3.2412  0.00
H16 -3.2082 7.2530 -3.6781  0.00
H17 -8.2007 6.1551 -2.2685  0.00
H18 -5.0031 10.3899 -0.4693  0.00

Forces on atoms 1 to 6 (eV/Å):
1.6 -1.4 -2.6
0.0 0.5 0.5
0.5 -0.2 0.0
-0.6 -0.4 0.4
-0.5 -0.2 -0.2
0.0 -0.8 1.7



No. 3
A 9-piece molecular cluster, H18O9 overall. Source: the OMol25 dataset; level of theory: wB97M-V/def2-TZVPD.

Results
E_LUMO (alpha / beta) = 2.83 / 2.76 eV
Total charge = -1
Kohn-Sham gap (alpha / beta) = 3.3 / 10.1 eV
Multiplicity = 2
ΔE to the lowest compared entry with this formula, charge and spin = 9.8 kcal per mole

Each line ends with the Löwdin spin population.
Element x y z (Å)
O1 -13.5705 2.6293 11.3018  0.01
O2 -16.6687 1.3722 14.2460  0.06
O3 -15.7555 -3.8591 12.2297  0.02
O4 -13.2825 1.2351 13.5327  0.03
O5 -15.9119 -1.1803 15.5652  0.27
O6 -15.1227 -1.1691 13.0022  0.04
O7 -17.3603 -3.4574 14.2204  0.13
O8 -12.6681 -3.2011 11.5871  0.01
O9 -17.0777 -1.0790 11.0011  0.01
H1 -15.1948 -1.5808 16.0568  0.09
H2 -16.5297 -3.8211 12.7913  0.01
H3 -16.4105 0.5803 14.7176  0.02
H4 -14.0043 2.1646 12.0174  0.00
H5 -16.6964 -1.3887 16.0724  0.12
H6 -12.3284 1.3033 13.5698  0.00
H7 -17.6244 1.3818 14.2984  0.02
H8 -17.7184 -2.7703 14.7825  0.06
H9 -15.2272 -1.3471 13.9369  0.02
H10 -14.0097 3.4791 11.2664  0.00
H11 -13.5281 -3.3246 11.9888  0.00
H12 -14.6582 -0.3329 12.9677  0.01
H13 -15.2766 -3.0539 12.4263  0.00
H14 -13.5815 1.5953 14.3675  0.01
H15 -16.8403 -4.0032 14.8102  0.04
H16 -17.6634 -0.5621 11.5543  0.01
H17 -16.3161 -1.2525 11.5543  0.00
H18 -12.1501 -3.9446 11.8957  0.00

Forces on atoms 1 to 6 (eV/Å):
0.1 0.4 -0.6
0.1 0.7 -0.4
1.0 -0.9 -0.9
-0.2 -0.3 0.3
0.6 0.9 -1.0
0.4 -0.3 -0.9



No. 4
A 9-piece molecular cluster, H18O9 overall. Source: the OMol25 dataset; level of theory: wB97M-V/def2-TZVPD.

Results
SMILES = O.O.O.O.O.O.O.O.O
E_LUMO = -0.31 eV
Kohn-Sham gap = 9.7 eV
ΔE to the lowest compared entry with this formula, charge and spin = 105.3 kcal per mole

Each line ends with the Löwdin charge.
Element x y z (Å)
O1 0.9318 -3.2419 -0.1938  -0.01
O2 -1.9742 1.8821 0.0402  -0.10
O3 0.1188 3.7021 -0.9728  -0.10
O4 2.3788 -1.4269 1.6122  -0.06
O5 0.3978 0.0651 0.5072  -0.08
O6 0.2628 0.1071 -2.3038  0.05
O7 0.0778 -2.7089 -2.5238  -0.08
O8 -1.9382 -1.3279 1.0662  -0.01
O9 0.2228 1.8541 3.3532  -0.10
H1 -0.2002 2.5011 2.7012  0.07
H2 -1.6702 -2.1559 1.2562  -0.03
H3 0.2938 0.1061 -0.4838  0.04
H4 -1.0372 -1.0289 0.9272  -0.01
H5 -0.1952 4.4151 -0.3798  0.05
H6 0.7358 -3.0149 -3.0758  -0.01
H7 0.9428 -2.8399 -0.9328  -0.15
H8 1.7548 -0.7159 1.4102  0.00
H9 0.9138 2.1871 3.9632  0.05
H10 2.4018 -1.6859 2.5242  0.04
H11 1.1368 -2.6349 0.5542  0.02
H12 0.8078 0.1861 -3.0108  0.03
H13 -0.3552 0.6781 0.6912  0.04
H14 -2.7292 1.1811 0.2042  0.12
H15 -0.5282 0.3011 -2.7198  0.05
H16 -2.5252 2.5011 -0.4618  0.05
H17 -0.0172 -1.6479 -2.7958  0.11
H18 -0.2072 2.7611 -0.9568  0.02

Forces on atoms 1 to 6 (eV/Å):
0.0 -4.5 9.9
-3.1 -2.0 0.1
0.5 -0.3 -0.8
0.5 -0.4 -1.0
-1.6 1.3 -1.6
-0.6 -0.8 3.4



No. 5
A 9-piece molecular cluster, H18O9 overall. Source: the OMol25 dataset; level of theory: wB97M-V/def2-TZVPD.

Results
SMILES = O.O.O.O.O.O.O.O.O
E_LUMO = -0.68 eV
Kohn-Sham gap = 10.2 eV
ΔE to the lowest compared entry with this formula, charge and spin = 57.6 kcal per mole

Each line ends with the Löwdin charge.
Element x y z (Å)
O1 -1.1649 -2.1005 -3.7785  -0.06
O2 -1.5477 2.4700 -0.8311  -0.06
O3 -0.7195 0.5029 3.0642  -0.03
O4 0.3782 -1.9255 2.6466  -0.05
O5 3.1363 1.3046 0.2517  -0.06
O6 0.0491 -0.1114 -0.1729  -0.03
O7 1.5670 -1.7108 -3.1289  -0.03
O8 -2.3475 -0.5899 -1.5772  -0.03
O9 1.8482 1.8582 3.0269  -0.04
H1 -1.4346 0.3930 2.4374  0.06
H2 -0.2106 -2.1464 -3.7200  -0.02
H3 0.2786 -1.0545 3.0310  -0.02
H4 -1.7833 1.5644 -0.6294  -0.02
H5 -0.7506 -0.5188 -0.5057  -0.01
H6 3.6313 0.5400 -0.0428  0.03
H7 -0.0547 -0.1211 0.7787  0.00
H8 1.5473 -1.4246 -2.2157  0.04
H9 2.4920 0.9515 0.8653  -0.01
H10 -3.0169 -0.7340 -0.9084  0.07
H11 -0.4741 -2.1132 2.2534  0.02
H12 -0.6960 2.4059 -1.2632  0.03
H13 1.7966 -0.9233 -3.6223  0.06
H14 -2.8406 -0.3567 -2.3639  0.08
H15 0.9442 1.6365 2.8035  -0.01
H16 1.9185 2.7946 2.8417  0.05
H17 -1.4223 -1.5271 -3.0566  -0.03
H18 -1.1238 0.9359 3.8160  0.08

Forces on atoms 1 to 6 (eV/Å):
-0.7 -0.1 -0.4
-0.4 0.4 0.1
0.0 0.3 -0.1
0.4 -0.5 -0.3
0.1 0.2 -0.3
0.2 0.2 0.0



No. 6
A 9-piece molecular cluster, H18O9 overall. Source: the OMol25 dataset; level of theory: wB97M-V/def2-TZVPD.

Results
SMILES = O.O.O.O.O.O.O.O.O
E_LUMO = -0.34 eV
Kohn-Sham gap = 9.8 eV
ΔE to the lowest compared entry with this formula, charge and spin = 55.1 kcal per mole

Each line ends with the Löwdin charge.
Element x y z (Å)
O1 -0.1255 3.0107 1.4266  -0.05
O2 -0.9381 -2.4301 0.3049  -0.04
O3 -2.7157 -0.4507 -1.7610  -0.04
O4 2.7821 0.1492 2.1924  -0.05
O5 -0.3656 0.3860 -0.0716  -0.05
O6 -0.4477 -0.0025 3.6414  -0.06
O7 2.0954 1.3696 -1.3384  -0.07
O8 2.7958 -1.5537 -0.0664  -0.03
O9 -2.1632 0.8594 -4.3518  -0.06
H1 -2.1707 0.5624 -3.4339  -0.01
H2 3.2883 -2.1095 -0.6779  0.07
H3 -2.8052 1.5722 -4.4003  0.03
H4 -3.2046 -1.1776 -1.3627  0.06
H5 -0.4142 3.9222 1.3304  0.03
H6 -0.6526 0.3476 2.7685  0.01
H7 -3.2687 0.3229 -1.6031  0.07
H8 2.8424 -0.4379 1.4253  -0.02
H9 0.5151 -0.0394 3.6494  0.02
H10 0.0603 -0.4010 0.2797  0.01
H11 1.1585 1.4172 -1.1092  0.00
H12 -1.0754 0.0419 -0.6289  0.00
H13 3.3386 -0.2619 2.8596  0.04
H14 -0.8912 2.4722 1.2078  0.01
H15 -0.7688 -2.9447 -0.4911  0.05
H16 -1.3115 -3.0564 0.9331  0.05
H17 2.0621 -2.1019 0.2347  0.05
H18 2.3799 0.5337 -0.9574  -0.01

Forces on atoms 1 to 6 (eV/Å):
0.0 0.1 0.1
0.1 -0.1 -0.1
0.0 0.2 0.2
-0.2 -0.1 0.2
-0.1 0.3 0.0
0.0 -0.2 0.0